Entry 1:
{
  "formula": "C17H16F6FeIN4O2Sb",
  "method": "ωB97M-V/def2-TZVPD",
  "symbols": ["Fe", "C", "C", "N", "C", "C", "C", "O", "C", "C", "N", "C", "C", "C", "C", "C", "C", "I", "C", "O", "H", "H", "H", "H", "H", "H", "H", "H", "H", "H", "H", "H", "F", "Sb", "F", "F", "F", "F", "F", "N", "C", "C", "C", "N", "H", "H", "H", "H"],
  "positions_angstrom": [[-0.4632, 0.3067, 0.3770], [-3.8146, -2.4497, -1.2212], [-2.7845, -2.9679, -0.3226], [-2.9243, -4.1214, 0.2778], [-1.9424, -4.6067, 1.0298], [-0.6121, -4.0580, 1.1327], [0.4006, -4.8187, 1.9635], [0.0822, -6.1733, 2.0897], [-0.4144, -2.8162, 0.6103], [0.8992, -2.1836, 0.5068], [1.0527, -0.9484, 0.2093], [2.3134, -0.4087, -0.1522], [3.5135, -0.8323, 0.4052], [4.7023, -0.2317, 0.0242], [4.7022, 0.7873, -0.9174], [3.5084, 1.2119, -1.4961], [2.3312, 0.6162, -1.0996], [0.5037, 1.2030, -1.9684], [-1.5591, -2.1615, -0.0395], [-1.5366, -0.9817, -0.3873], [-4.5175, -3.2360, -1.4828], [-3.3760, -1.9925, -2.1099], [-4.3513, -1.6491, -0.6912], [-2.1694, -5.5071, 1.5928], [0.3713, -4.3956, 2.9716], [1.4152, -4.6657, 1.5825], [0.3383, -6.6729, 1.3050], [1.7672, -2.8374, 0.5552], [3.5190, -1.6051, 1.1645], [5.6318, -0.5598, 0.4681], [5.6287, 1.2656, -1.2039], [3.5077, 1.9942, -2.2425], [-0.8758, -0.4469, 2.1738], [-2.5475, 0.6888, 2.4597], [-2.7796, -0.1995, 4.0604], [-3.3543, -0.6970, 1.4822], [-4.0388, 1.7677, 2.4174], [-2.0341, 1.4594, 0.6481], [-1.4057, 1.9809, 3.1395], [0.4589, 2.9841, 1.0819], [1.2019, 3.6745, 1.9534], [1.8702, 2.7588, 2.7405], [1.4497, 1.5182, 2.2778], [0.5943, 1.6574, 1.2603], [-0.2087, 3.3456, 0.4187], [1.2086, 4.7515, 1.9609], [2.5502, 2.9652, 3.5470], [1.7048, 0.5372, 2.6422]],
  "homo_ev": [-15.297, -15.296],
  "gap_ev": [4.7407, 4.7396],
  "multiplicity": 1,
  "total_charge": 2
}

---

Entry 2:
{
  "formula": "C31H21CaN5O2S",
  "method": "ωB97M-V/def2-TZVPD",
  "symbols": ["Ca", "C", "C", "N", "C", "C", "C", "C", "C", "C", "C", "N", "C", "C", "C", "C", "C", "C", "C", "C", "N", "C", "H", "H", "H", "H", "H", "H", "H", "H", "H", "H", "H", "H", "C", "C", "C", "C", "N", "C", "C", "C", "C", "C", "C", "C", "H", "H", "H", "H", "H", "H", "H", "H", "S", "C", "N", "O", "C", "O", "H"],
  "positions_angstrom": [[0.4984, -0.4392, -0.8847], [0.1099, -1.1093, 3.8129], [0.7336, -0.6889, 2.5055], [-0.2215, -0.5659, 1.3970], [-1.4914, -0.2437, 1.7059], [-2.0071, -0.2462, 3.0333], [-1.1731, -0.8474, 4.0489], [-3.2869, 0.2325, 3.3214], [-4.0879, 0.7196, 2.3111], [-3.6352, 0.6273, 0.9918], [-2.3991, 0.0841, 0.6485], [-1.9072, -0.0399, -0.6459], [-2.6965, -0.3116, -1.6842], [-4.0560, -0.7146, -1.6761], [-4.7826, -0.8942, -2.8481], [-4.2405, -0.6909, -4.1009], [-2.8702, -0.3703, -4.1829], [-2.2012, -0.1806, -5.4134], [-0.8607, 0.0873, -5.4368], [-0.1678, 0.1328, -4.2173], [-0.7532, -0.0350, -3.0559], [-2.0883, -0.2380, -3.0032], [0.7298, -1.6088, 4.5504], [1.4583, -1.4645, 2.2364], [-1.6290, -1.1225, 4.9974], [-3.6285, 0.2227, 4.3536], [-5.0634, 1.1447, 2.5192], [-4.2725, 1.0019, 0.2006], [-4.5448, -0.8964, -0.7311], [-5.8225, -1.1967, -2.7634], [-4.8251, -0.8008, -5.0068], [-2.7735, -0.2531, -6.3329], [-0.3313, 0.2468, -6.3673], [0.9013, 0.3192, -4.1916], [4.8994, -1.9956, -0.2046], [5.5512, -1.1417, 0.6676], [4.8102, -0.2036, 1.3576], [3.4278, -0.1286, 1.1601], [2.7934, -0.9663, 0.3182], [3.5253, -1.8655, -0.3411], [2.6531, 0.9068, 1.8796], [3.1658, 2.2096, 1.8564], [2.5527, 3.2394, 2.5414], [1.4146, 2.9640, 3.2956], [0.9074, 1.6817, 3.3217], [1.4882, 0.6254, 2.6022], [5.4299, -2.7505, -0.7680], [6.6233, -1.2104, 0.8129], [5.2832, 0.4678, 2.0611], [2.9774, -2.5213, -1.0031], [4.0383, 2.4223, 1.2496], [2.9491, 4.2458, 2.4819], [0.9169, 3.7557, 3.8431], [0.0133, 1.4669, 3.8931], [1.6492, -5.4112, -1.9657], [1.1338, -3.8767, -1.7795], [0.7999, -2.7668, -1.6235], [1.4179, 3.6353, -2.2549], [1.0984, 2.7579, -1.4494], [1.5240, 1.5734, -1.3736], [0.3422, 3.0257, -0.6701]],
  "de_lowest_kj_mol": 0.00,
  "homo_ev": -0.580,
  "gap_ev": 5.0089,
  "multiplicity": 1,
  "total_charge": -2
}

---

Entry 3:
{
  "formula": "C5H7ClN2",
  "method": "ωB97M-V/def2-TZVPD",
  "symbols": ["C", "C", "C", "C", "C", "N", "N", "Cl", "H", "H", "H", "H", "H", "H", "H"],
  "positions_angstrom": [[0.1184, 2.3545, 0.4718], [-0.6760, 1.1962, 0.3735], [1.2109, 1.0023, -0.8119], [-0.1281, -1.8491, 0.6839], [-0.1840, -1.0384, -0.6496], [1.1974, 2.2107, -0.2715], [0.0418, 0.3175, -0.4323], [-1.8382, -1.3800, -1.3140], [-0.0968, 3.2198, 1.0573], [-1.6631, 1.0817, 0.7755], [1.8891, 0.5964, -1.4503], [-0.5695, -2.8112, 0.5225], [0.9660, -1.9539, 0.8202], [-0.5976, -1.3011, 1.5559], [0.3296, -1.6454, -1.3309]],
  "de_lowest_kj_mol": 87.47,
  "homo_ev": -8.929,
  "gap_ev": 9.7551,
  "multiplicity": 1,
  "total_charge": 0
}

---

Entry 4:
{
  "formula": "C35H37N5P2PtSeTe",
  "method": "ωB97M-V/def2-TZVPD",
  "symbols": ["Pt", "N", "C", "C", "N", "C", "C", "N", "H", "H", "H", "H", "H", "H", "H", "H", "H", "H", "H", "H", "H", "Te", "C", "C", "C", "N", "C", "C", "C", "P", "C", "C", "C", "C", "C", "C", "C", "C", "C", "C", "C", "C", "P", "C", "C", "C", "C", "C", "C", "C", "C", "C", "C", "C", "C", "H", "H", "H", "H", "H", "H", "H", "H", "H", "H", "H", "H", "H", "H", "H", "H", "H", "H", "H", "H", "H", "H", "H", "H", "Se", "C", "N"],
  "positions_angstrom": [[-0.1109, 0.6543, 1.8603], [-0.1535, 0.2777, 4.2406], [-0.4352, 1.5175, 4.9764], [0.2899, 2.6903, 4.3198], [0.0048, 2.8041, 2.8756], [-1.1646, 3.6278, 2.5303], [-2.4673, 2.8538, 2.6677], [-2.3838, 1.6183, 1.8742], [-0.7995, -0.4572, 4.5090], [0.7713, -0.0656, 4.4739], [-0.1138, 1.4527, 6.0180], [-1.5086, 1.6820, 4.9754], [1.3651, 2.5392, 4.4441], [0.0226, 3.6132, 4.8412], [0.8135, 3.2309, 2.4352], [-1.0548, 3.9276, 1.4873], [-1.2087, 4.5352, 3.1391], [-3.2853, 3.4989, 2.3409], [-2.6518, 2.5900, 3.7051], [-2.5077, 1.8363, 0.8909], [-3.1290, 0.9795, 2.1311], [-0.9521, -2.0717, -2.3350], [0.1564, -1.3740, -4.0282], [-0.4716, -0.7629, -5.0974], [0.3020, -0.4442, -6.2113], [1.5946, -0.7174, -6.2784], [2.1921, -1.3202, -5.2616], [1.5081, -1.6732, -4.1023], [-0.1158, -0.8332, -0.8979], [-0.0524, -1.5012, 0.7854], [-1.5656, -2.4445, 1.1662], [-1.8460, -3.6871, 0.5932], [-2.9996, -4.3678, 0.9502], [-3.8733, -3.8294, 1.8844], [-3.6008, -2.5981, 2.4618], [-2.4513, -1.9111, 2.1034], [1.2227, -2.7880, 0.6606], [2.2395, -2.6669, -0.2865], [3.1820, -3.6715, -0.4313], [3.1185, -4.8007, 0.3739], [2.1288, -4.9106, 1.3400], [1.1906, -3.9038, 1.4973], [-0.3112, 0.9551, -0.7686], [-1.0404, 1.4885, -2.3536], [-2.3869, 1.2014, -2.5935], [-2.9870, 1.6155, -3.7714], [-2.2503, 2.3218, -4.7139], [-0.9128, 2.6051, -4.4809], [-0.3075, 2.2025, -3.2990], [1.3367, 1.7567, -0.7796], [1.3487, 3.0848, -0.3471], [2.5485, 3.7624, -0.1833], [3.7498, 3.1123, -0.4442], [3.7431, 1.8042, -0.9058], [2.5393, 1.1247, -1.0742], [-1.5292, -0.5410, -5.0869], [-0.1396, 0.0389, -7.0755], [3.2463, -1.5429, -5.3792], [2.0211, -2.1903, -3.3009], [-1.1470, -4.1395, -0.0972], [-3.2087, -5.3341, 0.5111], [-4.7601, -4.3771, 2.1733], [-4.2772, -2.1828, 3.1977], [-2.2113, -0.9599, 2.5606], [2.2831, -1.7861, -0.9110], [3.9662, -3.5755, -1.1711], [3.8471, -5.5909, 0.2524], [2.0898, -5.7836, 1.9775], [0.4310, -3.9840, 2.2636], [-2.9750, 0.6802, -1.8463], [-4.0328, 1.4029, -3.9511], [-2.7206, 2.6587, -5.6283], [-0.3347, 3.1511, -5.2146], [0.7314, 2.4427, -3.1190], [0.4048, 3.5878, -0.1645], [2.5499, 4.7931, 0.1491], [4.6889, 3.6297, -0.3004], [4.6778, 1.3083, -1.1345], [2.5371, 0.1061, -1.4405], [2.6259, 0.7279, 2.1798], [2.5225, -0.8452, 3.0471], [2.4438, -1.8587, 3.6013]],
  "de_lowest_kj_mol": 13.72,
  "homo_ev": [-12.389, -13.302],
  "gap_ev": [7.5178, 4.4183],
  "multiplicity": 5,
  "total_charge": 2
}

---

Entry 5:
{
  "formula": "C44H38CsN6O3SSbSe8",
  "method": "ωB97M-V/def2-TZVPD",
  "symbols": ["Cs", "Se", "Se", "C", "C", "C", "C", "C", "N", "C", "C", "C", "C", "C", "N", "H", "H", "H", "H", "H", "H", "H", "H", "O", "C", "C", "C", "C", "N", "C", "C", "C", "C", "C", "C", "O", "C", "C", "N", "H", "H", "H", "H", "H", "H", "H", "H", "H", "H", "H", "H", "Se", "Se", "C", "C", "C", "C", "C", "N", "C", "C", "C", "C", "C", "N", "H", "H", "H", "H", "H", "H", "H", "H", "Se", "Sb", "Se", "Se", "Se", "O", "S", "C", "C", "C", "C", "C", "C", "C", "C", "C", "C", "C", "C", "H", "H", "H", "H", "H", "H", "H", "H", "H", "H"],
  "positions_angstrom": [[1.1237, 0.2605, -1.6351], [-5.1522, -0.8294, 1.2677], [-4.5881, 0.0709, 3.3223], [-3.0417, 1.0958, 2.7792], [-2.7371, 2.3031, 3.3896], [-1.5770, 2.9537, 2.9773], [-0.7861, 2.3851, 1.9897], [-1.2020, 1.1729, 1.4576], [-2.3046, 0.5423, 1.8395], [-3.8399, -2.1948, 0.9181], [-2.7548, -2.5032, 1.7245], [-1.8544, -3.4374, 1.2441], [-2.0618, -4.0144, -0.0025], [-3.1970, -3.6514, -0.7046], [-4.0823, -2.7578, -0.2533], [-3.3945, 2.7292, 4.1364], [-1.3033, 3.9071, 3.4134], [0.1145, 2.8581, 1.6102], [-0.6233, 0.6741, 0.6904], [-2.6100, -1.9992, 2.6689], [-0.9749, -3.7047, 1.8168], [-1.3361, -4.6998, -0.4203], [-3.4080, -4.0743, -1.6813], [4.1128, 5.2972, 2.8563], [4.2652, 4.6941, 1.5568], [4.1002, 3.2134, 1.6727], [4.7937, 2.3499, 0.8468], [4.4856, 0.9950, 0.8942], [3.5686, 0.4702, 1.6983], [2.8936, 1.3113, 2.4881], [3.1324, 2.6737, 2.5137], [1.7775, 0.7328, 3.2864], [1.3189, 1.3655, 4.4441], [0.1888, 0.8942, 5.0873], [-0.3478, 1.5524, 6.3280], [0.1120, 0.9156, 7.5210], [-0.4375, -0.2353, 4.5721], [0.1148, -0.8332, 3.4530], [1.1805, -0.3671, 2.8122], [4.1412, 6.2471, 2.7165], [5.2275, 4.9376, 1.1073], [3.4887, 5.0445, 0.8677], [5.4931, 2.7284, 0.1109], [4.9824, 0.3129, 0.2149], [2.5341, 3.3388, 3.1220], [1.8362, 2.2376, 4.8231], [-1.4438, 1.5488, 6.2956], [-0.0107, 2.5867, 6.3900], [0.0818, -0.0351, 7.3719], [-1.3471, -0.6266, 5.0158], [-0.3436, -1.7212, 3.0259], [0.3508, -5.7735, -2.5671], [1.8502, -6.5702, -1.0080], [2.2161, -4.8610, -0.1662], [3.5446, -4.5350, 0.0755], [3.8246, -3.2560, 0.5326], [2.7844, -2.3539, 0.7105], [1.4955, -2.7995, 0.4618], [1.2028, -4.0371, 0.0429], [1.3938, -4.2978, -3.2441], [0.7299, -3.3817, -4.0471], [1.4455, -2.2840, -4.4884], [2.7727, -2.1320, -4.1007], [3.3165, -3.1067, -3.2859], [2.6482, -4.1818, -2.8721], [4.3295, -5.2427, -0.1535], [4.8477, -2.9481, 0.7078], [2.9542, -1.3291, 1.0215], [0.6525, -2.1276, 0.5944], [-0.3170, -3.5162, -4.2923], [0.9673, -1.5351, -5.1089], [3.3411, -1.2521, -4.3764], [4.3367, -3.0191, -2.9327], [5.0096, 4.9073, -2.0087], [3.1711, 3.3897, -2.5799], [4.0232, 1.0443, -2.8116], [1.4767, 3.3619, -0.7060], [2.0217, 3.9556, -4.6826], [-1.1320, -0.9609, -1.9204], [-2.4261, -0.2678, -1.6157], [-3.5245, -0.7144, -2.9648], [-3.0282, -1.4874, -3.9979], [-3.8774, -1.8604, -5.0320], [-5.2073, -1.4663, -5.0148], [-5.6954, -0.6993, -3.9623], [-4.8543, -0.3234, -2.9285], [-2.2144, 1.4559, -2.0306], [-2.7807, 2.3827, -1.1688], [-2.5871, 3.7357, -1.4181], [-1.8151, 4.1341, -2.4963], [-1.2572, 3.1969, -3.3603], [-1.4653, 1.8489, -3.1354], [-1.9864, -1.7830, -3.9703], [-3.4985, -2.4590, -5.8510], [-5.8684, -1.7594, -5.8208], [-6.7354, -0.3992, -3.9469], [-5.2237, 0.2669, -2.0977], [-3.3374, 2.0446, -0.3014], [-2.9944, 4.4705, -0.7349], [-1.5960, 5.1823, -2.6506], [-0.5850, 3.5161, -4.1487], [-1.0076, 1.1120, -3.7878]],
  "de_lowest_kj_mol": 67.18,
  "homo_ev": -1.279,
  "gap_ev": 4.2492,
  "multiplicity": 1,
  "total_charge": -2
}

---

DFT total energy in eV, matching the order above: -93260.14437, -73314.01412, -20800.36109, -138793.29338, -602023.10352